C34H55MgN4OP2S | ωB97M-V/def2-TZVPD

```
98
Properties=species:S:1:pos:R:3
C 2.83 -0.60 -1.23
C 1.27 0.14 -2.81
C 3.81 -0.72 -2.22
C 2.19 0.02 -3.84
C 3.49 -0.40 -3.53
H 4.80 -1.08 -1.94
H 1.89 0.24 -4.87
H 4.23 -0.48 -4.32
N 1.62 -0.12 -1.53
P 1.48 -1.74 0.96
P -0.95 1.55 -1.70
C 3.05 -1.06 0.21
H 3.89 -1.78 0.26
H 3.32 -0.19 0.84
C -1.45 -0.11 1.37
O -2.37 -0.22 2.10
C -0.20 0.40 -3.04
H -0.40 0.76 -4.06
C -2.82 1.56 -2.03
C -0.16 3.24 -1.96
C 1.24 -3.48 0.26
C 1.81 -1.77 2.82
C -3.57 0.70 -0.99
H -3.65 1.23 -0.03
H -4.59 0.53 -1.36
H -3.09 -0.27 -0.80
C -3.35 3.00 -1.88
H -3.25 3.36 -0.85
H -2.87 3.71 -2.56
H -4.43 2.99 -2.12
C -3.13 1.02 -3.45
H -4.10 1.43 -3.77
H -2.38 1.31 -4.19
H -3.22 -0.07 -3.45
C -0.67 4.21 -0.87
H -1.10 3.66 -0.02
H 0.18 4.80 -0.50
H -1.42 4.91 -1.25
C 1.37 3.12 -1.79
H 1.65 2.47 -0.96
H 1.86 2.76 -2.70
H 1.77 4.13 -1.58
C -0.45 3.78 -3.39
H -1.02 3.07 -3.99
H -0.98 4.74 -3.36
H 0.51 3.96 -3.89
C 0.55 -2.27 3.55
H 0.48 -1.77 4.53
H -0.37 -2.04 2.99
H 0.58 -3.36 3.74
C 2.13 -0.35 3.31
H 2.85 0.18 2.70
H 1.22 0.25 3.34
H 2.47 -0.39 4.35
C 3.04 -2.63 3.15
H 3.64 -2.11 3.91
H 2.77 -3.61 3.57
H 3.69 -2.79 2.28
C 1.05 -3.38 -1.27
H 1.72 -4.07 -1.81
H 0.02 -3.63 -1.52
H 1.24 -2.37 -1.63
C -0.07 -4.04 0.87
H -0.85 -3.26 0.84
H -0.41 -4.88 0.25
H 0.06 -4.40 1.89
C 2.42 -4.43 0.54
H 3.36 -4.05 0.12
H 2.56 -4.63 1.61
H 2.20 -5.39 0.05
Mg 0.05 -0.08 -0.20
N -0.95 -1.32 -1.45
C -0.89 -0.99 -2.66
C -1.39 -1.87 -3.80
C -2.42 -2.76 -3.48
C -0.86 -1.84 -5.09
C -2.93 -3.62 -4.46
H -2.80 -2.78 -2.45
C -1.37 -2.69 -6.07
H -0.05 -1.15 -5.34
C -2.41 -3.59 -5.76
H -3.74 -4.31 -4.21
H -0.96 -2.66 -7.08
H -2.80 -4.25 -6.53
C 0.04 3.81 4.43
N 0.35 2.78 3.43
C -0.22 1.59 3.40
S -0.07 0.93 1.84
N -0.83 0.87 4.34
C -0.50 1.04 5.77
H -0.74 3.45 5.11
H -0.34 4.70 3.94
H 0.95 4.06 4.99
H 0.96 3.13 2.66
H -1.23 -0.07 4.16
H -0.44 0.07 6.27
H 0.47 1.53 5.87
H -1.29 1.62 6.27
```

energy above the lowest of the compared OMol25 structures with the same formula, charge and spin = 1.5762 eV
E_tot = -2903.531137 Ha
highest occupied orbital energy = -9.3 eV
charge = +1
E_LUMO = -0.09439 hartree

***

C34H56BClN5O9PS | ωB97M-V/def2-TZVPD

```
108
Properties=species:S:1:pos:R:3
C -2.97 -5.68 2.89
C -1.59 -5.08 2.51
B -1.64 -3.51 2.22
O -2.83 -2.82 2.14
C -0.21 -2.81 1.99
C 0.43 -2.10 2.98
C -0.21 -1.88 4.35
C -0.99 -0.49 4.29
C -2.54 -0.61 4.27
C -3.17 0.15 3.08
C -4.72 0.19 3.11
C -5.41 -0.87 2.21
C -4.94 -0.86 0.73
S -6.28 -0.43 -0.44
C -5.35 0.26 -1.78
N -5.41 0.06 -3.06
N -4.43 0.88 -3.56
C -3.83 1.51 -2.62
O -4.39 1.13 -1.42
C 1.75 -1.56 2.64
C 2.50 -0.76 3.71
C 2.32 -1.76 1.41
C 3.70 -1.23 1.09
C 3.72 -0.10 0.06
O 2.78 0.63 -0.13
N 4.98 0.05 -0.65
C 5.58 1.36 -0.38
C 4.81 -0.21 -2.08
C 1.63 -2.47 0.38
N 2.25 -2.58 -0.83
C 1.49 -3.22 -1.69
C 2.07 -3.38 -3.11
C 2.35 -4.84 -3.53
O 2.45 -5.09 -4.69
Cl 2.50 -6.16 -2.35
C 0.18 -3.76 -1.41
P -0.88 -4.65 -2.66
O -0.69 -6.09 -2.63
O -2.41 -4.35 -2.16
O -0.75 -3.98 -4.13
N -0.37 -3.66 -0.22
C 0.37 -2.98 0.69
H -3.67 -5.57 2.04
H -2.89 -6.76 3.08
H -3.43 -5.21 3.77
H -1.11 -5.62 1.68
H -0.91 -5.20 3.38
H -3.38 -3.06 2.90
H -0.85 -2.71 4.66
H 0.54 -1.74 5.14
H -0.70 0.01 3.34
H -0.63 0.16 5.10
H -2.91 -0.08 5.17
H -2.90 -1.64 4.37
H -2.83 1.20 3.10
H -2.76 -0.27 2.15
H -5.10 1.17 2.80
H -5.09 0.04 4.14
H -5.30 -1.87 2.65
H -6.50 -0.66 2.22
H -4.65 -1.89 0.48
H -4.04 -0.26 0.57
H -3.03 2.22 -2.65
H 2.12 -0.91 4.72
H 3.58 -0.95 3.72
H 2.32 0.31 3.47
H 4.28 -0.90 1.96
H 4.28 -2.06 0.65
H 6.51 1.44 -0.97
H 5.90 1.40 0.67
H 4.93 2.22 -0.64
H 4.56 -1.28 -2.18
H 5.80 -0.10 -2.55
H 4.07 0.43 -2.58
H 3.05 -2.88 -3.12
H 1.43 -2.84 -3.82
H -2.60 -3.42 -2.37
H -1.00 -3.04 -4.06
C -0.82 5.87 0.79
C -1.32 4.73 1.66
O -2.66 4.89 2.10
C -3.64 4.98 1.08
C -3.70 3.75 0.18
H -0.90 6.82 1.32
H 0.23 5.70 0.52
H -1.39 5.95 -0.14
H -0.71 4.68 2.56
H -1.20 3.76 1.15
H -3.50 5.89 0.49
H -4.60 5.09 1.59
H -2.77 3.60 -0.36
H -4.50 3.86 -0.55
H -3.89 2.85 0.77
C 5.74 4.87 -5.56
C 5.53 3.53 -4.88
O 5.09 3.64 -3.54
C 3.86 4.31 -3.33
C 2.68 3.66 -4.03
H 6.47 5.47 -5.01
H 6.12 4.72 -6.58
H 4.82 5.45 -5.63
H 6.48 2.99 -4.85
H 4.84 2.90 -5.46
H 3.95 5.36 -3.61
H 3.69 4.29 -2.25
H 2.80 3.65 -5.11
H 1.76 4.19 -3.80
H 2.57 2.62 -3.71
```

structure (SMILES) = CCB(O)c1c(CCCCCCCSc2nnco2)c(C)c(CC(=O)N(C)C)c2nc(CC(=O)Cl)c(P(=O)(O)O)nc12.CCOCC.CCOCC
E_tot = -3504.732209 Ha
highest occupied orbital energy = -9.0 eV
E_LUMO = -0.03117 hartree